(1)
{"formula": "C6H9N", "method": "ωB97M-V with the def2-TZVPD basis set", "elements": ["C", "C", "C", "C", "N", "C", "C", "H", "H", "H", "H", "H", "H", "H", "H", "H"], "positions_angstrom": [[-0.9966, -1.7192, 0.3550], [0.0790, -0.7012, 0.1133], [1.4831, -0.9555, 0.0762], [2.1176, 0.2340, -0.1635], [1.1545, 1.2028, -0.2704], [-0.0934, 0.6476, -0.1069], [-1.3368, 1.4771, -0.1628], [-0.7504, -2.6696, -0.1308], [-1.9616, -1.3864, -0.0431], [-1.1376, -1.9248, 1.4235], [1.9640, -1.9177, 0.2038], [3.1663, 0.4707, -0.2799], [1.3321, 2.1747, -0.4644], [-2.2010, 0.8382, -0.3672], [-1.2884, 2.2277, -0.9609], [-1.5328, 2.0036, 0.7799]], "forces_ev_per_angstrom": [[-0.061, -0.028, 0.000], [-0.036, 0.101, -0.033], [0.078, -0.019, -0.003], [0.055, -0.022, 0.000], [-0.021, 0.031, -0.007], [-0.008, -0.066, 0.013], [-0.052, -0.004, -0.020], [-0.035, 0.141, 0.069], [0.145, -0.056, 0.064], [0.035, 0.038, -0.149], [-0.071, 0.164, -0.021], [-0.173, -0.042, 0.031], [-0.050, -0.154, 0.035], [0.122, 0.113, 0.039], [0.016, -0.116, 0.108], [0.054, -0.080, -0.125]], "mulliken_charge": [-1.241, 1.055, -0.669, -0.543, 0.024, -0.129, -1.231, 0.327, 0.326, 0.233, 0.393, 0.386, 0.188, 0.289, 0.341, 0.251], "spin_multiplicity": 1, "gap_ha": 0.3265, "charge": 0, "relative_energy_kcal_mol": 1.5}

***

(2)
{"formula": "C6H9N", "method": "ωB97M-V with the def2-TZVPD basis set", "elements": ["C", "N", "C", "C", "C", "C", "C", "H", "H", "H", "H", "H", "H", "H", "H", "H"], "positions_angstrom": [[-0.3232, 1.6368, 0.9297], [-0.6344, 0.5731, 0.0327], [-0.5962, -0.9070, 0.3735], [-0.8698, -0.9907, -1.1533], [0.2347, 0.1013, -1.1228], [1.4492, -0.5014, -0.4206], [0.8921, -1.1776, 0.5830], [0.6688, 1.5008, 1.3692], [-0.3691, 2.5797, 0.3742], [-1.0880, 1.6574, 1.7136], [-1.3220, -1.2643, 1.1078], [-1.6211, 0.0523, -0.8673], [-0.6326, -1.9492, -1.6678], [0.3770, 0.7969, -1.9531], [2.4902, -0.3587, -0.6828], [1.3445, -1.7494, 1.3840]], "forces_ev_per_angstrom": [[0.319, 0.130, 0.257], [0.255, 0.517, 0.490], [-0.123, 0.256, 0.508], [0.094, 0.305, 0.257], [0.120, 0.571, 0.057], [0.001, -0.147, 0.063], [0.108, -0.021, -0.119], [0.133, 0.215, 0.224], [0.096, -0.104, 0.182], [0.217, 0.060, -0.049], [0.119, 0.088, -0.085], [-0.473, -2.487, -1.939], [-0.650, 0.692, 0.104], [-0.016, -0.068, 0.160], [-0.153, -0.069, 0.046], [-0.046, 0.062, -0.157]], "mulliken_charge": [-0.954, -0.245, -0.082, -0.832, -0.078, -0.616, -0.610, 0.385, 0.277, 0.278, 0.455, 0.459, 0.302, 0.452, 0.404, 0.404], "spin_multiplicity": 1, "gap_ha": 0.3297, "charge": 0, "relative_energy_kcal_mol": 119.3}

***

(3)
{"formula": "C6H9N", "method": "ωB97M-V with the def2-TZVPD basis set", "elements": ["C", "C", "C", "C", "N", "C", "C", "H", "H", "H", "H", "H", "H", "H", "H", "H"], "positions_angstrom": [[-2.9728, 1.6052, 0.4194], [-1.6396, 1.1499, 0.0274], [-0.5441, 0.7901, -0.3198], [0.7642, 0.3917, -0.8400], [1.4472, -0.5128, 0.0269], [2.4385, -1.4018, -0.2910], [1.0766, -1.5539, 0.8536], [-3.7194, 1.3006, -0.3213], [-3.0007, 2.6967, 0.5000], [-3.2627, 1.1852, 1.3871], [0.6435, -0.0538, -1.8404], [1.4118, 1.2697, -0.9432], [3.3743, -1.4442, 0.2504], [2.5273, -1.6941, -1.3706], [0.6040, -2.4849, 0.5624], [0.8520, -1.2437, 1.8992]], "forces_ev_per_angstrom": [[-0.078, 0.029, 0.029], [0.462, -0.144, -0.153], [-0.515, 0.239, 0.031], [-0.073, 0.158, -0.306], [0.168, 0.698, 0.258], [-0.072, -0.205, 0.580], [0.269, -0.377, -0.221], [0.117, 0.032, 0.115], [0.012, -0.162, 0.000], [0.052, 0.047, -0.124], [-0.065, 0.054, -0.020], [-0.218, 0.029, -0.167], [0.068, 0.548, 0.026], [-0.485, -0.599, 0.917], [-0.546, 0.306, -0.574], [0.903, -0.656, -0.390]], "mulliken_charge": [-1.308, 1.214, -0.436, -0.803, 0.031, -0.550, -0.605, 0.292, 0.289, 0.302, 0.290, 0.282, 0.228, 0.270, 0.257, 0.248], "spin_multiplicity": 1, "gap_ha": 0.3519, "charge": 0, "relative_energy_kcal_mol": 116.2}

***

(4)
{"formula": "C6H9N", "method": "ωB97M-V with the def2-TZVPD basis set", "elements": ["C", "C", "C", "C", "C", "C", "N", "H", "H", "H", "H", "H", "H", "H", "H", "H"], "positions_angstrom": [[1.3623, -0.5741, 1.0228], [1.2173, 0.3914, -0.1193], [-0.2630, -0.4368, -1.1253], [-1.5326, -1.0180, -0.5988], [0.4444, 1.5558, -0.0804], [-0.6028, 1.7231, 0.8584], [-1.5052, 1.8009, 1.5860], [0.4269, -0.6288, 1.5841], [1.5715, -1.5462, 0.5754], [2.1712, -0.3225, 1.7199], [2.1045, 0.4715, -0.7567], [-0.5658, 0.1168, -2.0255], [-2.4860, -0.4511, -0.6628], [-1.4076, -1.7423, -1.4515], [-1.5426, -1.6524, 0.2929], [0.6437, 2.3715, -0.7711]], "forces_ev_per_angstrom": [[-0.142, -0.138, 0.009], [-0.727, -0.715, -0.596], [0.809, 1.499, 0.719], [0.505, -0.190, -0.108], [-0.507, -0.386, -0.366], [-0.896, -0.010, 0.582], [0.776, -0.022, -0.514], [0.125, -0.066, 0.032], [0.019, -0.053, 0.267], [-0.135, 0.177, -0.250], [-0.539, -0.306, -0.096], [0.715, 0.280, 0.135], [0.666, -0.213, -0.162], [-0.911, -0.014, 0.218], [0.395, 0.365, 0.016], [-0.155, -0.208, 0.114]], "mulliken_charge": [-1.206, 0.341, -0.403, -0.829, -0.627, 0.252, -0.496, 0.268, 0.330, 0.355, 0.398, 0.322, 0.285, 0.305, 0.320, 0.384], "spin_multiplicity": 1, "gap_ha": [0.3018, 0.3018], "charge": 0, "relative_energy_kcal_mol": 108.2}

***

(5)
{"formula": "C6H9N", "method": "ωB97M-V with the def2-TZVPD basis set", "elements": ["C", "C", "C", "C", "C", "H", "H", "H", "H", "H", "H", "C", "N", "H", "H", "H"], "positions_angstrom": [[-0.0443, -1.4366, 0.8081], [-0.8391, -0.8204, -0.3071], [-1.9444, -1.3509, -0.9975], [-1.0319, -1.3403, -2.0227], [-0.2280, -0.1310, -1.4556], [-0.6407, -2.1336, 1.4024], [0.3823, -0.6603, 1.4508], [0.8098, -1.9824, 0.3829], [-2.8401, -1.9150, -0.7708], [0.8592, -0.1504, -1.5650], [-0.6679, 0.8134, -1.7687], [1.2773, 2.3596, 0.6033], [1.2875, 1.4267, 1.4602], [1.4917, 2.1205, -0.4409], [1.0683, 3.4101, 0.8329], [1.0606, 1.7904, 2.3876]], "forces_ev_per_angstrom": [[-0.091, -0.012, 0.043], [0.139, -0.152, 0.072], [0.033, -0.107, -0.073], [-0.196, -0.044, 0.037], [0.216, 0.189, -0.054], [0.030, 0.073, -0.125], [-0.147, -0.161, -0.179], [-0.153, 0.029, -0.018], [0.195, 0.116, 0.081], [-0.143, 0.025, 0.061], [0.029, -0.178, 0.110], [0.035, -0.139, 0.076], [0.010, 0.455, -0.126], [-0.008, 0.026, 0.129], [-0.002, -0.115, -0.006], [0.054, -0.005, -0.028]], "mulliken_charge": [-1.007, 0.541, -0.141, -0.718, -0.345, 0.338, 0.212, 0.304, 0.364, 0.261, 0.220, -0.302, -0.424, 0.249, 0.255, 0.193], "spin_multiplicity": 1, "gap_ha": 0.3349, "charge": 0, "relative_energy_kcal_mol": 118.8}

***

(6)
{"formula": "C6H9N", "method": "ωB97M-V with the def2-TZVPD basis set", "elements": ["C", "N", "C", "C", "C", "C", "C", "H", "H", "H", "H", "H", "H", "H", "H", "H"], "positions_angstrom": [[1.9270, 0.6030, 0.3899], [1.2006, -0.3341, -0.4411], [0.0007, -1.0379, -0.0793], [-1.1384, -0.1922, 0.6288], [-0.9025, 0.9233, -0.4272], [0.0295, -0.0235, -1.1947], [-2.1232, -1.1468, 0.1099], [1.3094, 1.1855, 1.0885], [2.4595, 1.2923, -0.2764], [2.6702, 0.0369, 0.9603], [0.0485, -2.1242, -0.0477], [-1.0696, 0.0072, 1.7092], [-0.4032, 1.8291, -0.0672], [-1.8244, 1.1920, -0.9439], [-0.0093, -0.2363, -2.2573], [-2.1748, -1.9742, 0.8484]], "forces_ev_per_angstrom": [[0.002, 0.069, 0.110], [0.018, 0.066, 0.056], [-0.002, -0.527, 0.039], [-0.173, 0.060, 0.077], [-0.007, 0.100, -0.049], [-0.039, 0.132, -0.406], [0.238, 0.041, 0.429], [0.067, -0.113, -0.097], [-0.102, -0.091, 0.180], [-0.132, 0.151, -0.030], [-0.045, 0.193, -0.227], [0.099, -0.117, -0.261], [-0.098, -0.148, -0.070], [0.152, -0.101, 0.028], [0.141, 0.111, 0.109], [-0.120, 0.175, 0.112]], "mulliken_charge": [-0.820, -0.196, -0.657, 0.420, -0.945, -0.035, -0.812, 0.318, 0.275, 0.305, 0.519, 0.389, 0.293, 0.345, 0.398, 0.202], "spin_multiplicity": 1, "gap_ha": 0.3162, "charge": 0, "relative_energy_kcal_mol": 149.2}

***

(7)
{"formula": "C6H9N", "method": "ωB97M-V with the def2-TZVPD basis set", "elements": ["H", "N", "C", "C", "C", "C", "C", "C", "H", "H", "H", "H", "H", "H", "H", "H"], "positions_angstrom": [[1.5553, -0.1972, 1.7666], [1.1577, 0.5912, 1.3187], [0.7004, 0.1882, 0.2032], [0.7554, -1.2424, -0.2272], [-0.5646, -1.9149, 0.2797], [-0.1243, 1.1952, -0.7833], [-0.1446, 2.6241, -0.4322], [-1.2296, 1.9143, -0.1706], [0.7941, -1.3958, -1.2328], [1.7314, -1.7696, 0.1149], [-0.6665, -1.7254, 1.2697], [-0.5097, -2.9342, -0.0001], [-1.5400, -1.6652, -0.1046], [-0.1907, 0.9158, -1.7442], [0.4069, 3.5272, -0.5687], [-2.1310, 1.8888, 0.3109]], "forces_ev_per_angstrom": [[0.761, -0.912, 0.884], [-0.960, 1.083, -1.248], [-0.481, 1.368, -1.523], [0.061, -0.575, 2.545], [1.148, -0.216, -2.394], [2.213, -1.558, 4.619], [-2.092, -0.834, 0.123], [3.078, 2.549, -0.577], [0.030, 0.136, -3.126], [-1.814, 0.737, 0.155], [-0.061, -0.098, 3.299], [0.194, -1.396, 0.438], [0.002, 1.116, -0.947], [-0.075, -1.426, -3.427], [0.069, 0.239, 0.329], [-2.074, -0.214, 0.848]], "mulliken_charge": [0.288, -0.681, 0.597, -0.774, -1.205, -0.547, -0.378, -0.426, 0.357, 0.315, 0.414, 0.372, 0.342, 0.511, 0.392, 0.423], "spin_multiplicity": 1, "gap_ha": 0.3747, "charge": 0, "relative_energy_kcal_mol": 96.4}